{
  "formula": "C34H31Cl5F5NOPPdS",
  "method": "ωB97M-V with the def2-TZVPD basis set",
  "total_charge": -1,
  "orbital_gap_ev": 6.1,
  "e_homo_ev": -4.70,
  "elements": ["Pd", "Cl", "C", "C", "Cl", "C", "Cl", "C", "O", "C", "Cl", "C", "Cl", "C", "C", "C", "P", "C", "C", "C", "C", "C", "C", "C", "C", "C", "C", "N", "C", "C", "C", "C", "C", "C", "C", "C", "C", "H", "H", "H", "H", "H", "H", "H", "H", "H", "H", "H", "H", "H", "H", "H", "H", "H", "H", "H", "H", "H", "H", "H", "H", "H", "H", "H", "H", "H", "H", "H", "F", "C", "C", "F", "C", "F", "C", "S", "C", "F", "C", "F"],
  "xyz": [[0.511, -0.131, -1.299], [5.692, 5.033, -0.404], [4.204, 4.241, -0.782], [4.167, 2.863, -0.981], [5.613, 1.937, -0.820], [2.981, 2.235, -1.309], [2.958, 0.527, -1.573], [1.734, 2.925, -1.453], [0.655, 2.352, -1.751], [1.825, 4.333, -1.205], [0.356, 5.233, -1.323], [3.015, 4.966, -0.898], [3.046, 6.674, -0.647], [-4.215, 1.637, -1.058], [-2.709, 1.685, -1.304], [-2.053, 2.662, -0.332], [-1.860, 0.024, -1.178], [-3.039, -1.074, -2.102], [-2.975, -0.669, -3.578], [-2.709, -2.555, -1.947], [-1.999, -0.365, 0.585], [-3.155, -0.851, 1.186], [-3.243, -1.084, 2.550], [-4.501, -1.630, 3.179], [-2.114, -0.801, 3.323], [-0.946, -0.337, 2.759], [-0.836, -0.119, 1.361], [0.308, 0.294, 0.777], [1.473, 0.636, 1.483], [1.630, 1.948, 1.965], [0.517, 2.943, 1.812], [2.820, 2.312, 2.581], [3.873, 1.421, 2.728], [5.164, 1.840, 3.377], [3.698, 0.122, 2.267], [2.517, -0.290, 1.667], [2.338, -1.726, 1.256], [-4.599, 2.659, -1.061], [-4.432, 1.202, -0.081], [-4.757, 1.078, -1.821], [-2.515, 2.037, -2.322], [-2.281, 2.385, 0.700], [-2.418, 3.675, -0.511], [-0.975, 2.655, -0.474], [-4.042, -0.900, -1.713], [-1.946, -0.733, -3.940], [-3.325, 0.353, -3.735], [-3.593, -1.337, -4.182], [-1.763, -2.781, -2.439], [-3.485, -3.161, -2.422], [-2.642, -2.842, -0.897], [-4.025, -1.062, 0.571], [-5.247, -1.855, 2.417], [-4.932, -0.913, 3.882], [-4.289, -2.549, 3.732], [-2.158, -0.966, 4.395], [-0.076, -0.146, 3.376], [0.337, 3.152, 0.756], [0.766, 3.879, 2.314], [-0.415, 2.554, 2.227], [2.927, 3.328, 2.950], [4.993, 2.608, 4.132], [5.852, 2.250, 2.633], [5.652, 0.989, 3.852], [4.510, -0.589, 2.383], [3.138, -2.342, 1.670], [2.350, -1.832, 0.170], [1.382, -2.102, 1.618], [0.226, -7.493, -1.629], [0.415, -6.203, -1.923], [1.021, -5.829, -3.107], [1.451, -6.774, -3.953], [1.184, -4.497, -3.421], [1.759, -4.202, -4.592], [0.779, -3.451, -2.577], [1.006, -1.819, -3.104], [0.207, -3.883, -1.366], [-0.204, -3.001, -0.464], [0.010, -5.212, -1.051], [-0.586, -5.545, 0.098]],
  "atomic_forces_ev_per_a": [[-1.35, -0.52, 0.23], [0.07, 0.05, 0.04], [0.00, -0.06, 0.00], [-0.15, 0.07, 0.03], [0.10, -0.06, 0.03], [-0.10, 0.29, 0.13], [0.08, -0.34, -0.12], [0.08, -0.05, -0.05], [0.23, 0.21, -0.13], [0.12, 0.05, -0.05], [-0.05, 0.01, -0.04], [-0.02, -0.16, 0.03], [-0.01, 0.07, 0.02], [0.04, -0.21, -0.10], [0.55, 0.18, -0.26], [0.08, -0.16, 0.01], [0.36, -0.55, 0.95], [0.62, -0.12, -0.27], [-0.08, 0.12, 0.03], [-0.02, 0.03, 0.09], [0.12, -0.11, -0.05], [-0.06, 0.00, 0.10], [-0.14, -0.06, -0.03], [0.19, 0.09, 0.00], [-0.01, 0.01, -0.17], [0.06, 0.12, 0.03], [-0.10, 0.01, 0.19], [-0.11, -0.24, -1.31], [0.33, 0.28, 0.29], [-0.08, -0.14, -0.08], [0.09, -0.02, -0.05], [0.06, 0.09, 0.03], [-0.01, -0.04, 0.05], [-0.04, 0.01, -0.13], [0.04, 0.07, 0.04], [-0.31, -0.02, -0.02], [0.04, 0.15, 0.01], [0.02, 0.01, 0.01], [-0.03, 0.01, 0.02], [-0.03, 0.01, 0.00], [0.03, 0.00, 0.01], [-0.04, -0.01, -0.01], [-0.03, 0.00, -0.02], [-0.20, 0.06, -0.06], [0.02, 0.15, 0.12], [-0.01, -0.05, -0.02], [-0.01, -0.01, -0.04], [0.00, 0.00, 0.01], [-0.03, 0.01, 0.01], [-0.03, 0.04, -0.02], [0.03, -0.04, -0.05], [0.00, -0.02, -0.02], [-0.04, -0.01, 0.03], [-0.06, -0.04, 0.00], [-0.08, -0.01, 0.00], [0.06, -0.01, 0.01], [-0.01, 0.01, 0.02], [0.05, 0.02, 0.20], [0.00, 0.02, 0.01], [0.00, 0.03, 0.00], [0.00, 0.00, -0.01], [0.02, 0.01, 0.00], [0.02, 0.01, 0.02], [0.03, 0.02, 0.02], [-0.04, -0.05, 0.02], [0.00, 0.00, -0.03], [-0.05, -0.06, -0.04], [-0.06, -0.08, -0.07], [0.01, -0.12, 0.03], [0.01, 0.13, 0.00], [0.02, -0.08, -0.02], [-0.01, -0.08, -0.08], [-0.05, 0.34, 0.15], [0.05, -0.08, -0.11], [-0.25, -0.67, 0.58], [-0.17, 1.23, 0.04], [0.29, 0.06, -0.58], [-0.06, 0.41, 0.40], [0.05, -0.13, -0.13], [-0.03, -0.03, 0.12]],
  "mulliken_charge": [-0.9139, -0.2407, 0.3680, -0.1614, -0.1840, 0.9533, -0.1255, -0.9588, -0.7209, 0.6297, -0.1917, -0.0042, -0.2195, -1.6604, 0.4119, -1.2419, 1.8298, 0.8072, -1.6680, -1.6080, -0.8006, 0.1265, 0.5658, -1.8172, -0.8250, -0.5273, -0.6398, 2.9946, -1.5753, 0.8488, -0.9748, -0.8706, 0.7444, -1.6114, -1.0734, 1.3868, -1.5030, 0.4991, 0.2586, 0.3323, 0.8030, 0.0974, 0.6582, -0.2615, 0.5156, 0.2734, 0.3686, 0.4714, 0.0568, 0.6165, 0.2308, 0.1115, 0.3518, 0.3207, 0.3438, 0.3533, 0.4757, -0.0754, 0.4674, 0.2006, 0.3453, 0.3851, 0.2333, 0.3994, 0.3492, 0.4476, 0.1284, 0.2107, -0.3205, 0.6682, 0.2817, -0.3123, 0.1040, -0.3333, 0.9396, -0.2977, -0.6165, 0.0468, -0.3483, -0.3298]
}